# 1
ORCA calculation (the ωB97M-V functional and the def2-TZVPD basis) on C6H10 as an isolated structure at a distorted geometry.

Calculated values
HOMO-LUMO gap, Ha: 0.3483
HOMO, eV: -8.3
Charge: 0
Maximum force, hartree/bohr: 0.0342
ΔE to the lowest compared entry with this formula, charge and spin, eV: 2.2297
E_LUMO, hartree: 0.044
E_tot, eV: -6381.630
Molecular weight, g/mol: 82.15

Each line ends with the Mulliken charge.
Cartesian coordinates (Å):
C -0.12 -0.30 -0.74  0.590
C -1.88 0.76 0.67  -1.163
C 0.87 0.83 -0.67  -0.671
C 0.95 -1.33 -0.50  -0.708
C 1.52 -0.15 0.34  -0.519
C -1.22 -0.38 0.01  -0.577
H -2.46 0.46 1.55  0.327
H 1.59 -1.58 -1.36  0.251
H 0.61 -2.24 0.01  0.305
H 0.92 -0.06 1.26  0.193
H 0.53 1.82 -0.34  0.284
H -2.48 1.01 -0.23  0.288
H -1.70 -1.34 0.15  0.447
H 1.48 0.93 -1.58  0.257
H -1.25 1.61 0.96  0.304
H 2.58 -0.09 0.55  0.391

# 2
ORCA calculation (the ωB97M-V functional and the def2-TZVPD basis) on C48H41KNO5P2S as an isolated structure at a distorted geometry.

Calculated values
HOMO-LUMO gap, Ha: 0.2388
HOMO, eV: -4.5
Charge: -1
Maximum force, hartree/bohr: 0.0199
E_LUMO, hartree: 0.075
E_tot, eV: -107910.384
Molecular weight, g/mol: 844.97

Each line ends with the Mulliken charge.
Cartesian coordinates (Å):
K -0.61 0.27 0.86  1.550
S -3.60 -0.72 1.22  0.919
P 2.63 -0.10 -0.33  1.049
P -0.15 3.22 -0.01  0.980
O -4.74 -1.60 1.26  -0.805
O 2.81 2.84 -0.12  -0.724
O 0.19 -1.61 -0.40  -0.737
O -3.87 0.71 1.38  -0.636
O -0.38 -3.05 1.21  -0.700
N -2.63 -0.90 0.03  -0.488
C -2.76 3.72 3.08  -0.657
C 4.57 -2.03 2.80  -0.833
C 4.24 -1.55 1.54  -0.028
C 6.50 1.25 -1.10  -1.526
C -2.42 4.63 -1.05  -0.065
C 2.51 4.15 -0.36  -0.338
C -0.63 -2.36 0.20  0.510
C 2.21 -0.65 2.41  0.192
C 4.16 0.95 -0.58  0.360
C -2.11 -2.24 -0.28  -0.720
C -3.40 4.84 -2.02  -0.936
C -2.18 3.41 1.86  -1.292
C -0.38 -2.26 6.21  -1.526
C -1.96 -0.18 3.45  -0.285
C 3.11 6.42 -0.77  -0.646
C -1.21 -1.86 5.02  1.144
C -0.17 4.57 2.52  -0.582
C -1.22 -0.55 4.56  -0.633
C 1.15 4.50 -0.35  0.053
C -2.05 4.45 4.03  -0.607
C 0.81 5.83 -0.55  0.117
C 3.05 -0.84 1.32  0.573
C -1.53 2.81 -2.35  -0.708
C -2.71 -1.13 2.75  -0.389
C 5.72 5.41 -1.72  -1.851
C 2.90 -3.83 -2.09  -0.729
C 2.73 -2.82 -1.15  -0.681
C -3.44 4.04 -3.16  -0.557
C 2.55 -1.10 3.68  -0.567
C 5.13 3.20 -0.68  0.963
C 3.73 -1.80 3.88  -0.581
C 3.35 -1.19 -2.80  -0.520
C 6.36 2.62 -0.98  -0.460
C 3.52 -2.20 -3.74  -0.642
C 1.78 6.79 -0.76  -1.612
C 3.30 -3.52 -3.39  -0.465
C -1.98 -2.80 4.33  -0.667
C -2.72 -2.44 3.21  -0.647
C 4.98 4.71 -0.56  2.217
C -0.76 4.87 3.74  -0.620
C 4.05 2.35 -0.47  -0.917
C -0.87 3.83 1.56  0.858
C 5.40 0.43 -0.92  -0.241
C -1.47 3.63 -1.22  0.781
C -2.51 3.02 -3.32  -0.616
C 2.97 -1.48 -1.49  0.213
C 5.60 5.17 0.78  -1.604
C 3.50 5.10 -0.58  0.749
H 5.50 -2.58 2.93  0.404
H 3.99 -2.16 4.87  0.388
H 7.47 0.82 -1.35  0.390
H 6.79 5.17 -1.70  0.432
H 1.26 -0.14 2.33  -0.226
H 3.82 -1.94 -4.75  0.395
H -2.71 -3.04 0.14  0.359
H 1.86 -0.93 4.50  0.388
H -2.50 4.68 4.99  0.366
H -0.65 0.21 5.10  0.392
H 0.84 4.91 2.31  0.390
H 5.09 4.69 1.61  0.370
H 1.50 7.83 -0.91  0.392
H -4.14 5.61 -1.88  0.402
H 5.31 5.09 -2.68  0.421
H -2.42 5.23 -0.15  0.354
H 5.51 6.25 0.89  0.409
H 5.50 -0.64 -1.06  0.384
H -0.20 5.44 4.48  0.414
H -2.76 2.82 1.15  0.639
H 7.23 3.25 -1.13  0.300
H -0.83 1.99 -2.46  0.290
H 2.70 -4.85 -1.81  0.403
H 5.64 6.49 -1.64  0.435
H 2.36 -3.06 -0.16  0.411
H -4.21 4.19 -3.90  0.381
H -2.55 2.37 -4.18  0.424
H -1.96 0.86 3.14  0.917
H -0.24 6.11 -0.55  0.367
H 4.91 -1.75 0.71  0.261
H 3.43 -4.31 -4.12  0.364
H 6.66 4.90 0.82  0.415
H -0.68 -3.24 6.59  0.400
H -3.30 -3.18 2.68  0.369
H 0.68 -2.33 5.94  0.227
H -0.47 -1.54 7.02  0.359
H -1.99 -3.83 4.66  0.296
H 3.87 7.18 -0.91  0.286
H -3.77 3.36 3.29  0.448
H -2.10 -2.34 -1.37  0.392
H 3.52 -0.15 -3.09  0.410

# 3
ORCA calculation (the ωB97M-V functional and the def2-TZVPD basis) on a 3-piece molecular cluster, C17H40FO4P overall at a distorted geometry.

Calculated values
HOMO-LUMO gap, Ha: 0.3669
Structure (SMILES): CCCCCCCCCPF.COCCOC.COCCOC
HOMO, eV: -9.1
Charge: 0
Maximum force, hartree/bohr: 0.0212
E_LUMO, hartree: 0.033
E_tot, eV: -38471.865
Molecular weight, g/mol: 358.47

Each line ends with the Mulliken charge.
Cartesian coordinates (Å):
P 1.23 -0.53 1.09  0.204
F 1.73 -1.36 -0.18  -0.274
O 0.88 -4.94 2.11  -0.387
O 2.49 -6.70 0.39  -0.376
O 3.24 4.09 -3.13  -0.375
O 0.67 3.04 -2.17  -0.241
C -1.01 0.64 3.06  -1.105
C -0.96 1.95 2.28  -0.364
C 1.97 -5.44 0.00  -0.639
C -3.58 1.47 -1.13  -0.459
C -2.28 2.26 -1.10  -0.013
C 1.84 -4.49 1.16  0.150
C -4.80 2.22 -0.63  -1.377
C -2.00 3.03 0.19  -0.209
C 1.46 -5.58 3.24  -0.776
C -0.58 -0.72 0.89  0.141
C 2.44 4.70 -2.13  -0.842
C 1.50 -7.70 0.55  -0.706
C -1.32 -0.61 2.23  -0.765
C 2.68 4.16 -4.43  -0.661
C 1.08 1.75 -2.60  -0.616
C 1.63 3.69 -1.35  -0.223
C -2.25 2.27 1.50  -0.665
H 2.12 1.75 -2.96  0.455
H -2.38 -0.58 1.97  0.378
H 2.67 -5.01 -0.73  0.359
H -0.11 2.00 1.62  -0.012
H 1.00 -5.57 -0.50  0.358
H 1.09 4.21 -0.56  0.346
H -1.18 -1.52 2.80  0.386
H 1.89 -4.84 3.92  0.320
H -0.94 3.28 0.17  -0.418
H 0.66 -6.11 3.76  0.258
H 0.64 -7.33 1.11  0.303
H 1.95 -8.53 1.09  0.245
H -2.50 3.99 0.18  0.407
H 2.81 -4.34 1.64  0.360
H 1.62 3.91 -4.43  0.260
H -1.44 1.62 -1.37  -0.350
H -2.85 1.38 1.37  0.538
H -1.03 -0.06 0.16  -0.488
H -0.81 2.74 3.01  0.483
H 2.30 2.96 -0.88  0.290
H 3.21 3.45 -5.06  0.239
H -2.33 2.99 -1.91  0.587
H 2.23 -6.29 2.95  0.344
H 1.16 -8.06 -0.43  0.318
H 0.99 1.02 -1.78  0.006
H -3.45 0.58 -0.51  0.125
H 3.12 5.21 -1.44  0.376
H -4.61 2.78 0.28  0.321
H -3.74 1.08 -2.14  0.571
H -2.84 2.92 2.15  0.373
H -1.74 0.71 3.85  0.381
H -0.04 0.49 3.55  0.458
H 1.78 5.45 -2.58  0.397
H 2.80 5.17 -4.85  0.329
H -5.58 1.50 -0.38  0.380
H -0.73 -1.73 0.51  0.583
H -5.21 2.88 -1.39  0.370
H 1.49 -3.52 0.79  -0.127
H 0.43 1.45 -3.41  0.250
H 1.50 0.77 0.59  -0.183

# 4
ORCA calculation (the ωB97M-V functional and the def2-TZVPD basis) on C34H19N9Na as an isolated structure.

Calculated values
HOMO-LUMO gap (spin up / spin down), Ha: 0.1861 / 0.1861
HOMO (spin up / spin down), eV: -3.3 / -3.3
Charge: -1
Maximum force, hartree/bohr: 0.0059
E_LUMO (spin up / spin down), hartree: 0.064 / 0.064
E_tot, eV: -53399.205
Molecular weight, g/mol: 576.58

Each line ends with the Mulliken charge.
Cartesian coordinates (Å):
Na 0.51 0.69 -0.85  0.658
N -3.01 1.37 -1.24  -0.573
N -1.21 1.52 0.36  -0.199
N 2.32 2.46 -1.46  -0.609
N -1.32 -0.23 -1.84  -0.229
N 2.63 -1.62 0.82  -0.572
N 1.12 0.21 1.27  -0.181
N -0.05 2.00 2.41  -0.494
N -0.36 -2.22 -2.80  -0.558
N 1.03 -1.51 -0.97  -0.213
C -2.48 3.93 2.82  -0.175
C -4.57 4.41 1.67  -0.610
C -5.01 -0.85 -4.56  -0.570
C -2.52 -1.32 -3.49  0.109
C 0.69 -2.32 -1.96  0.125
C -3.69 4.61 2.75  -0.557
C 1.92 0.83 3.33  0.704
C 2.18 1.43 4.56  -0.238
C 1.62 -3.47 -2.01  -0.047
C -4.23 -1.91 -5.02  -0.554
C 2.09 -2.04 -0.29  -0.471
C -2.39 1.86 -0.14  0.021
C -2.51 0.39 -1.96  -0.145
C -2.97 -2.17 -4.49  -0.107
C 0.92 1.07 2.30  -0.684
C -4.56 -0.01 -3.55  -0.087
C 3.35 2.76 0.92  -0.661
C 2.17 -0.59 1.56  -0.358
C 2.77 2.59 -0.41  0.660
C -3.04 2.86 0.73  -0.083
C -3.30 -0.26 -3.03  0.120
C -2.16 3.06 1.79  0.345
C 2.70 -5.49 -2.60  -0.618
C 4.05 -0.11 4.83  -0.565
C 3.60 -5.31 -1.54  -0.532
C 2.72 -0.22 2.85  0.220
C -4.25 3.52 0.65  0.008
C 3.79 -0.71 3.61  -0.228
C 3.25 0.95 5.30  -0.637
C 1.69 -4.57 -2.85  -0.049
C -1.02 2.16 1.55  -0.424
C -1.28 -1.29 -2.68  -0.115
C 2.51 -3.29 -0.96  0.334
C 3.51 -4.21 -0.71  -0.183
H 3.48 1.39 6.26  0.370
H -5.99 -0.69 -5.00  0.371
H -1.80 4.07 3.66  0.538
H 4.19 -4.07 0.12  0.535
H -2.36 -2.99 -4.83  0.537
H 2.80 -6.37 -3.23  0.370
H 4.37 -6.05 -1.38  0.368
H -3.97 5.30 3.53  0.372
H -5.50 4.95 1.65  0.377
H 4.39 -1.53 3.24  0.538
H 0.99 -4.70 -3.65  0.538
H -4.93 3.35 -0.17  0.546
H -5.16 0.81 -3.18  0.544
H 2.59 3.20 1.58  0.235
H -4.62 -2.55 -5.81  0.371
H 1.56 2.23 4.92  0.531
H 3.62 1.78 1.32  0.070
H 4.87 -0.46 5.43  0.377
H 4.22 3.40 0.87  0.434

# 5
ORCA calculation (the ωB97M-V functional and the def2-TZVPD basis) on a 14-piece molecular cluster, C4H35N2O14S overall at a distorted geometry.

Calculated values
HOMO-LUMO gap, Ha: 0.2375
HOMO, eV: -4.2
Charge: -1
Maximum force, hartree/bohr: 0.0475
ΔE to the lowest compared entry with this formula, charge and spin, eV: 2.1427
E_LUMO, hartree: 0.085
E_tot, eV: -47198.659
Molecular weight, g/mol: 367.39

Each line ends with the Mulliken charge.
Cartesian coordinates (Å):
S 1.08 -2.77 0.99  -0.800
O -1.30 -1.34 3.45  -0.717
O 0.89 -0.08 2.42  -0.640
O 2.95 -0.87 -2.57  -0.572
O 1.44 -1.47 4.80  -0.660
O -0.17 1.90 -1.39  -0.675
O 3.30 1.95 -3.57  -0.634
O -3.14 3.33 1.37  -0.674
O 2.30 2.11 2.42  -0.649
O -1.72 0.31 0.06  -0.372
O 2.73 2.82 -0.36  -0.585
O 3.01 -4.99 0.53  -0.642
O -0.50 5.15 -2.99  -0.644
O -4.20 -0.15 -2.39  -0.636
O -2.79 3.28 -1.50  -0.665
N -1.54 -1.89 -0.44  0.088
N -3.06 -1.11 1.27  -0.398
C -0.36 -1.54 -1.20  0.676
C -2.09 -0.86 0.24  0.025
C -0.10 -2.60 -2.35  -1.710
C 0.87 -1.40 -0.30  -0.716
H 2.05 -4.82 0.83  0.378
H 0.83 -0.55 1.58  -0.079
H 3.32 -4.12 0.80  0.326
H -5.10 0.12 -2.12  0.299
H 0.83 -3.15 -2.40  0.347
H 0.01 -1.94 -3.24  0.326
H 1.84 -1.68 -0.76  0.270
H -0.99 -3.20 -2.52  0.450
H -0.98 -2.11 2.96  0.294
H -3.74 0.68 -2.28  0.310
H -2.66 4.06 -0.96  0.268
H 1.84 2.80 2.90  0.270
H 0.85 -2.21 4.95  0.310
H 3.75 -0.43 -2.86  0.276
H 3.32 2.76 0.44  0.269
H -0.60 1.08 -1.07  0.394
H -1.98 2.77 -1.56  0.332
H -0.08 4.29 -2.84  0.339
H 1.61 1.38 2.37  0.508
H 1.46 -0.57 3.04  0.470
H 2.20 -0.36 -2.88  0.278
H 0.91 -0.42 0.12  0.391
H -1.39 5.28 -2.68  0.310
H 2.48 3.75 -0.12  0.295
H -2.91 -1.61 2.11  0.224
H 0.91 -0.65 4.85  0.304
H -0.72 -0.63 -1.77  0.057
H -2.91 2.59 0.75  0.361
H 2.54 1.93 -2.99  0.303
H -0.78 -0.52 3.20  0.332
H 4.12 2.06 -3.09  0.303
H 0.50 2.26 -0.79  0.233
H -3.62 -0.31 1.49  0.233
H -3.41 2.78 2.10  0.303
H -1.64 -2.80 -0.01  0.317

# 6
ORCA calculation (the ωB97M-V functional and the def2-TZVPD basis) on a 9-piece molecular cluster, C41H49Cl2F8NO29 overall at a distorted geometry.

Calculated values
HOMO-LUMO gap, Ha: 0.3261
Structure (SMILES): C[C@@H](Cl)[C@@H](Cl)[C@H](C[C@H](O)CN)OCCOCOC(=O)c1ccccc1.O=C1OC[C@@H](F)O1.O=C1OC[C@@H](F)O1.O=C1OC[C@@H](F)O1.O=C1OC[C@@H](F)O1.O=C1OC[C@@H](F)O1.O=C1OC[C@@H](F)O1.O=C1OC[C@@H](F)O1.O=C1OC[C@@H](F)O1
HOMO, eV: -8.9
Charge: 0
Maximum force, hartree/bohr: 0.0856
E_LUMO, hartree: 0.001
E_tot, eV: -150957.318
Molecular weight, g/mol: 1242.71

Each line ends with the Mulliken charge.
Cartesian coordinates (Å):
Cl 1.14 3.44 6.34  -0.187
Cl 1.93 0.42 3.09  0.022
F 2.47 -4.11 -8.11  -0.289
F -7.75 5.91 -2.07  -0.300
F 4.30 7.85 -1.55  -0.294
F -2.48 -8.78 3.66  -0.288
F 2.04 -3.18 3.21  -0.219
F -7.60 6.11 3.95  -0.275
F -0.27 -9.66 -3.51  -0.301
F 0.43 2.99 -5.16  -0.283
O -0.88 4.77 1.35  -0.537
O 2.65 -7.56 3.26  -0.550
O 1.78 -4.90 -6.13  -0.307
O 3.84 2.67 -5.20  -0.286
O 1.21 -8.51 -0.64  -0.256
O 2.37 -5.35 3.66  -0.295
O -0.42 -7.14 0.13  -0.470
O 1.68 -5.13 -3.88  -0.435
O -4.21 -4.78 4.46  -0.529
O -0.65 -8.16 -1.87  -0.297
O -9.34 3.76 2.16  -0.323
O -4.92 4.25 -1.06  -0.259
O 2.64 -3.29 -4.79  -0.266
O 2.99 -6.05 1.61  -0.330
O -2.12 -5.38 3.83  -0.299
O -7.29 4.70 2.22  -0.228
O -3.74 -6.94 3.99  -0.342
O -5.66 6.36 -1.36  -0.330
O 4.38 4.37 -6.60  -0.541
O -3.64 5.99 -0.40  -0.527
O -7.69 2.96 0.84  -0.562
O 1.79 0.15 -2.11  -0.502
O 2.21 3.86 -6.21  -0.323
O 2.85 1.57 0.19  0.257
O 1.83 4.19 2.40  -0.503
O 4.66 5.68 -1.07  -0.190
O 4.99 3.48 -1.45  -0.536
O 5.31 4.97 -3.11  -0.307
O 3.52 -0.59 -0.65  -0.307
N -3.50 2.41 1.24  -0.454
C 4.98 4.61 -1.84  0.530
C 2.01 -4.50 -4.84  0.613
C 0.31 -1.56 0.52  0.065
C -0.65 -2.61 1.13  -0.670
C -8.19 5.60 2.84  0.333
C 1.22 -1.78 -0.72  0.595
C 3.93 0.75 -0.29  -0.317
C 3.56 3.70 -6.05  0.640
C 1.65 0.72 6.21  -1.097
C 1.28 -9.37 -1.77  -0.483
C 5.13 6.81 -1.78  0.332
C 2.96 -2.95 -6.13  -0.396
C 1.63 2.68 -5.71  0.364
C -2.67 -7.50 3.25  0.454
C 2.66 -6.43 2.88  0.606
C -4.65 5.57 -0.90  0.649
C 2.35 3.92 1.09  -0.127
C -0.74 -3.99 0.43  -0.298
C 2.76 -4.65 1.53  0.624
C 0.33 -8.73 -2.72  0.419
C 1.96 -3.74 -6.92  0.320
C -9.35 4.73 3.20  -0.465
C 0.98 3.17 2.95  0.347
C -6.25 4.17 -1.55  0.142
C 1.78 2.07 3.87  -0.755
C -8.07 3.74 1.67  0.615
C -1.17 3.35 1.32  -0.136
C 3.38 2.68 1.01  -0.460
C 2.22 -0.62 -1.22  0.183
C -3.43 -5.62 4.12  0.609
C 1.03 1.89 5.31  0.116
C 0.00 2.43 1.93  -0.036
C 2.86 -4.23 2.96  0.236
C -2.58 3.16 2.14  -0.612
C 5.05 6.37 -3.21  -0.510
C -6.45 5.51 -2.17  0.276
C 1.11 -3.18 -1.44  -0.395
C 2.60 2.23 -4.67  -0.027
C 0.13 -4.24 -0.84  -0.442
C 0.01 -7.87 -0.72  0.625
C -1.51 -6.64 3.62  0.030
H 1.77 -4.47 1.10  -0.540
H 4.32 3.04 0.42  0.455
H 0.07 -5.24 -1.41  0.259
H -8.43 6.41 2.15  0.290
H -1.65 5.31 1.04  0.330
H -9.21 4.22 4.16  0.293
H 3.99 -3.24 -6.35  0.292
H -1.38 3.08 0.21  0.168
H -1.02 -6.97 4.54  0.273
H 2.72 0.98 6.55  0.268
H 1.57 -0.32 5.74  0.240
H 2.99 4.84 0.82  0.082
H -2.35 2.65 3.14  0.213
H 3.77 2.33 2.03  0.302
H 2.30 -9.42 -2.16  0.289
H 1.75 -3.36 -2.37  0.284
H 5.79 6.86 -3.84  0.302
H -0.55 1.60 2.54  0.530
H 1.48 1.96 -6.53  0.276
H -10.29 5.27 3.22  0.278
H 4.06 6.53 -3.64  0.264
H 1.55 3.89 0.25  0.142
H 0.50 1.90 1.06  -0.318
H 4.56 1.26 -1.11  0.217
H 2.86 -1.87 -6.30  0.199
H 1.03 0.68 7.18  0.372
H 2.80 2.56 4.13  0.441
H -1.44 -4.77 0.90  0.315
H -3.00 4.21 2.36  0.414
H -6.12 5.58 -3.21  0.298
H 0.77 -7.95 -3.35  0.182
H 0.36 -0.54 1.03  0.180
H 3.51 -4.17 0.90  0.268
H -3.32 1.41 1.42  0.226
H 2.60 1.15 -4.53  0.083
H 2.43 2.70 -3.70  0.077
H 0.97 -10.38 -1.47  0.292
H 3.87 -4.00 3.29  0.212
H -0.07 1.60 5.10  0.270
H -1.25 -2.34 2.07  0.364
H -6.36 3.36 -2.27  0.286
H -4.46 2.64 1.58  0.126
H 0.29 3.70 3.71  0.285
H 1.00 -3.24 -7.06  0.285
H -2.91 -7.49 2.18  0.272
H 4.66 0.63 0.60  0.222
H -0.76 -6.59 2.83  -0.156
H 6.14 7.06 -1.45  0.272
H -6.93 3.98 -0.71  -0.222